Density functional theory data (ωB97M-V with the def2-TZVPD basis set) for 4 unconnected molecules or ions with the total composition C30H68BClN4O13 at a distorted geometry.

Last column: Löwdin charge in e.
Atoms and positions in Å:
1 C 10.222 1.800 -2.154  -0.066
2 C 9.949 1.662 -3.645  -0.270
3 O 9.517 2.842 -4.286  -0.130
4 C 8.383 3.462 -3.719  -0.167
5 C 7.201 2.524 -3.555  -0.230
6 O 6.057 3.318 -3.562  -0.033
7 C 4.836 2.690 -3.248  -0.351
8 C 4.613 1.377 -4.036  -0.045
9 C 4.861 0.050 -3.344  -0.720
10 O 3.958 -0.604 -2.855  0.041
11 Cl 6.507 -0.649 -3.288  0.697
12 O 3.924 3.640 -3.802  0.082
13 C 2.677 3.772 -3.228  -0.403
14 O 2.411 4.781 -2.604  0.163
15 C 1.636 2.719 -3.503  -0.037
16 C 0.338 2.940 -2.780  -0.388
17 O -0.291 4.125 -3.223  0.000
18 C 0.464 2.838 -1.274  -0.221
19 N 0.509 1.427 -0.918  0.052
20 B 4.719 2.598 -1.616  -0.399
21 C 3.717 1.734 -0.790  0.024
22 O 5.587 3.398 -0.900  0.158
23 H 11.053 1.151 -1.912  0.072
24 H 10.532 2.805 -1.911  0.080
25 H 9.399 1.477 -1.535  0.062
26 H 10.886 1.410 -4.119  0.114
27 H 9.287 0.828 -3.848  0.095
28 H 8.093 4.239 -4.405  0.135
29 H 8.638 3.928 -2.771  0.124
30 H 7.248 1.823 -4.379  0.106
31 H 7.337 1.964 -2.632  0.095
32 H 3.589 1.316 -4.343  0.109
33 H 5.188 1.405 -4.952  0.134
34 H 1.991 1.715 -3.333  0.110
35 H 1.426 2.767 -4.568  0.147
36 H -0.313 2.125 -3.081  0.127
37 H -0.517 4.642 -2.455  0.084
38 H 1.328 3.360 -0.898  0.108
39 H -0.438 3.297 -0.856  0.109
40 H 0.580 1.298 0.079  0.060
41 H -0.323 0.958 -1.229  0.045
42 H 4.310 0.982 -0.273  0.092
43 H 3.320 2.364 -0.004  0.070
44 H 2.934 1.222 -1.326  0.037
45 H 6.378 2.907 -0.670  0.109
46 C -2.862 0.977 -1.877  -0.112
47 O -2.916 0.794 -0.475  -0.194
48 C -3.568 1.837 0.239  -0.213
49 C -4.908 1.394 0.786  -0.213
50 N -5.886 1.201 -0.276  -0.050
51 C -7.118 0.525 0.131  -0.197
52 C -7.031 -0.882 0.716  -0.232
53 O -6.658 -1.887 -0.204  -0.177
54 C -5.268 -2.008 -0.454  -0.084
55 H -2.151 0.252 -2.274  0.090
56 H -3.830 0.795 -2.354  0.082
57 H -2.516 1.984 -2.133  0.084
58 H -3.668 2.734 -0.380  0.127
59 H -2.922 2.087 1.087  0.106
60 H -5.280 2.164 1.468  0.125
61 H -4.737 0.480 1.370  0.105
62 H -5.465 0.672 -1.026  0.068
63 H -7.753 0.469 -0.756  0.120
64 H -7.637 1.168 0.849  0.117
65 H -8.039 -1.148 1.044  0.121
66 H -6.396 -0.924 1.610  0.111
67 H -4.670 -1.795 0.435  0.091
68 H -4.962 -1.357 -1.278  0.075
69 H -5.075 -3.034 -0.765  0.073
70 C 2.108 4.120 6.819  -0.113
71 O 1.319 2.960 6.641  -0.192
72 C -0.084 3.182 6.676  -0.218
73 C -0.711 3.027 5.307  -0.215
74 N -0.327 4.112 4.412  -0.048
75 C -0.666 3.906 3.006  -0.191
76 C -0.093 2.696 2.275  -0.236
77 O 1.299 2.739 2.028  -0.194
78 C 2.133 2.352 3.107  -0.082
79 H 3.131 3.794 7.000  0.089
80 H 2.107 4.764 5.932  0.077
81 H 1.771 4.702 7.681  0.088
82 H -0.316 4.159 7.110  0.122
83 H -0.508 2.417 7.332  0.122
84 H -1.800 3.033 5.416  0.124
85 H -0.416 2.042 4.922  0.104
86 H 0.670 4.263 4.482  0.070
87 H -0.332 4.797 2.469  0.124
88 H -1.758 3.877 2.920  0.114
89 H -0.558 2.683 1.287  0.084
90 H -0.370 1.748 2.755  0.120
91 H 1.681 1.559 3.706  0.092
92 H 2.380 3.203 3.746  0.076
93 H 3.064 1.979 2.682  0.085
94 C -6.135 -9.977 -0.159  -0.114
95 O -6.151 -9.119 0.964  -0.191
96 C -5.117 -9.356 1.910  -0.218
97 C -4.080 -8.253 1.900  -0.217
98 N -3.283 -8.274 0.679  -0.052
99 C -2.442 -7.097 0.466  -0.199
100 C -3.098 -5.722 0.371  -0.231
101 O -3.869 -5.505 -0.795  -0.191
102 C -5.181 -6.042 -0.761  -0.097
103 H -7.084 -9.851 -0.678  0.088
104 H -5.328 -9.731 -0.858  0.076
105 H -6.039 -11.024 0.141  0.087
106 H -4.656 -10.335 1.751  0.121
107 H -5.590 -9.367 2.896  0.121
108 H -3.412 -8.392 2.755  0.123
109 H -4.611 -7.303 2.036  0.104
110 H -3.897 -8.378 -0.117  0.067
111 H -1.901 -7.263 -0.468  0.120
112 H -1.693 -7.067 1.263  0.117
113 H -2.286 -4.991 0.320  0.121
114 H -3.679 -5.472 1.267  0.112
115 H -5.617 -6.004 0.240  0.091
116 H -5.184 -7.069 -1.135  0.073
117 H -5.801 -5.446 -1.432  0.087

Properties
HOMO-LUMO gap	0.3303	Eh
LUMO energy	0.25	eV
molar mass	739.15	g mol⁻¹
highest occupied orbital energy	-8.7	eV
total charge	0
energy	-2865.88236	hartree
strongest force on any atom	2.9	eV Å⁻¹